No. 1
DFT (wB97M-V/def2-TZVPD) results for a gas-phase ion, C2H2N2O4 (charge -2) at a distorted geometry.

Its spin multiplicity is 1. As for the LUMO energy: 7.0 eV. For the maximum force, the calculation gives 2.7 eV/A. Its SMILES is O=C([O-])/N=C(\[O-])NO. The energy above the lowest of the compared OMol25 structures with the same formula, charge and spin comes out at 157.49 kJ/mol. Its gap between HOMO and LUMO is 6.6 eV. Its charge is -2.

Each line ends with the Löwdin charge.
Element x y z (Å)
1 O 1.28687 0.63855 -4.22551  -0.14
2 C 0.27472 0.52594 -3.50211  -0.83
3 O -0.95375 0.67188 -3.79450  -0.16
4 N 0.57532 0.56779 -2.10850  0.11
5 C 0.24625 -0.20936 -1.16813  -0.54
6 O -0.18760 -1.38514 -0.99000  -0.12
7 N 0.79851 0.44838 0.33277  -0.08
8 O 0.13843 -0.36445 1.29662  -0.26
9 H 0.17319 1.18810 0.12207  0.01
10 H -0.26098 -1.00424 0.63671  0.01

Forces on atoms 1 to 2 (eV/Å):
O -0.026 -0.635 -0.925
C -0.887 1.522 0.697

***

No. 2
DFT (wB97M-V/def2-TZVPD) results for a molecular structure, C10H14B2F4HgN6 at a distorted geometry.

Its spin multiplicity is 1. As for the LUMO energy: -2.3 eV. For the maximum force, the calculation gives 2.0 eV/A. The energy above the lowest of the compared OMol25 structures with the same formula, charge and spin comes out at 0.00 kJ/mol. Its gap between HOMO and LUMO is 6.7 eV.

Each line ends with the Löwdin charge.
Element x y z (Å)
1 H 1.08975 3.39616 1.13911  0.11
2 N 0.53046 1.85741 -0.24325  -0.10
3 B 0.19706 0.41360 -2.33865  -0.46
4 N 0.50535 1.77205 -1.60460  -0.01
5 C 0.85149 2.98478 -2.11081  -0.04
6 Hg 0.87368 0.44184 1.48756  1.35
7 H 0.90836 3.18328 -3.17067  0.13
8 C 1.13971 3.83650 -1.05134  -0.06
9 H 1.50828 4.84492 -1.10145  0.10
10 C 0.93076 3.10384 0.10879  -0.15
11 H 0.30009 0.52146 -3.53691  0.11
12 C -1.26354 -2.12054 2.74091  -0.05
13 H -0.79064 -2.51496 3.67301  0.04
14 H -0.37812 -1.92556 2.00687  0.00
15 H -1.88204 -2.88819 2.25529  0.02
16 N -1.31745 0.02038 -2.02522  -0.07
17 N 1.10734 -0.69560 -1.74722  -0.02
18 N -1.73564 -0.22805 -0.74465  0.02
19 N 1.27054 -0.88448 -0.40182  -0.07
20 C -2.34868 -0.18789 -2.88197  -0.10
21 C 1.89606 -1.56757 -2.41169  -0.05
22 H -2.20293 -0.07470 -3.93680  0.10
23 H 1.91321 -1.54684 -3.48102  0.12
24 C -3.46751 -0.55323 -2.13736  -0.08
25 C 2.59467 -2.32331 -1.48648  -0.06
26 C -3.02728 -0.57122 -0.79422  -0.16
27 C 2.16852 -1.87800 -0.22988  -0.14
28 H -4.44293 -0.76492 -2.51331  0.08
29 H 3.34284 -3.06436 -1.69038  0.10
30 H -3.63536 -0.80362 0.08105  0.10
31 H 2.49292 -2.19565 0.75366  0.11
32 H -1.87940 -1.22279 2.87015  0.02
33 F 1.14878 0.83427 3.66237  -0.15
34 B 0.52172 0.29689 5.01266  -1.14
35 F 0.88875 1.26399 5.90126  0.17
36 F -0.84441 0.22639 4.78028  0.13
37 F 1.03562 -0.98627 5.16671  0.13

Forces on atoms 1 to 2 (eV/Å):
H -0.219 -0.112 -0.101
N 0.421 0.987 0.825

***

No. 3
DFT (wB97M-V/def2-TZVPD) results for a molecular structure, C18H39NO2P2ReSi at a distorted geometry.

Its spin multiplicity is 4. As for the LUMO energy (spin up / spin down): -0.9 / -1.2 eV. For the maximum force, the calculation gives 6.3 eV/A. The expectation value of S² is 3.82. The energy above the lowest of the compared OMol25 structures with the same formula, charge and spin comes out at 0.00 kJ/mol. Its gap between HOMO and LUMO (spin up / spin down) is 6.0 / 6.1 eV.

Each line ends with the Löwdin charge.
Element x y z (Å)
1 Re -0.39917 -0.30044 0.01959  1.19
2 P -1.48921 1.33089 1.07935  0.67
3 P 1.61802 -1.44625 -0.57816  0.57
4 N -0.92493 0.14808 -1.61768  -0.24
5 H 2.12757 -0.20967 3.10349  0.08
6 C -0.80748 2.94874 1.61910  -0.22
7 H -1.55940 3.46137 2.21915  0.06
8 H -0.58880 3.52518 0.71959  0.05
9 H 0.10398 2.79674 2.18926  0.02
10 C -2.42797 0.84250 2.59195  -0.24
11 H -3.21364 1.57568 2.73638  0.04
12 H -1.77462 0.79914 3.45786  0.04
13 H -2.86271 -0.13627 2.40760  0.05
14 C -2.95625 1.90647 0.11496  -0.25
15 H -3.59526 2.44960 0.80561  0.04
16 H -3.48042 1.03585 -0.27699  0.04
17 H -2.62257 2.54943 -0.69688  0.04
18 C 3.07552 -0.73064 -1.53615  -0.21
19 H 3.68810 -1.54783 -1.93147  0.05
20 H 3.68429 -0.09639 -0.89179  0.03
21 H 2.73338 -0.12535 -2.38103  0.03
22 C 1.49244 -3.30727 -0.40568  -0.21
23 H 2.32592 -3.77130 -0.93995  0.05
24 H 0.55106 -3.66745 -0.83060  0.04
25 H 1.51706 -3.59309 0.64199  0.01
26 C 0.94878 -1.83132 -2.38072  -0.34
27 H 1.65506 -2.56662 -2.82005  0.04
28 H 0.91985 -0.93605 -3.00941  0.01
29 H -0.04999 -2.27138 -2.32976  0.01
30 C -1.44782 0.60933 -2.70073  -0.45
31 C -1.56994 2.31162 -4.37468  -0.10
32 C -0.98478 1.83594 -3.23974  -0.04
33 C -2.52121 -0.10356 -3.30087  -0.03
34 C -3.07584 0.39429 -4.42829  -0.11
35 C -2.62394 1.59909 -4.99254  -0.07
36 H -1.22835 3.24873 -4.81983  0.11
37 H -0.17321 2.35144 -2.73313  0.11
38 H -2.83940 -1.02834 -2.81988  0.12
39 H -3.89841 -0.15130 -4.92018  0.11
40 H -3.09060 2.00202 -5.92831  0.11
41 C 0.97826 -0.53850 3.05098  -0.57
42 O -0.15101 -0.70949 2.21666  -0.43
43 C 1.19268 0.70476 3.71918  -0.16
44 H 1.39567 0.54843 4.71822  0.06
45 H 0.41206 1.44783 3.59631  0.05
46 H 2.20782 1.28156 3.34401  0.14
47 C 0.90387 -1.64417 4.15724  -0.04
48 H 1.88368 -1.90549 4.33821  0.03
49 H 0.27261 -2.50054 4.03782  0.07
50 H 0.52324 -1.13472 5.01460  0.06
51 C 5.07293 -2.82161 0.48132  -0.17
52 Si 3.79517 -2.15192 1.66000  0.33
53 C 3.02622 -3.57664 2.61260  -0.17
54 C 4.56769 -0.92985 2.83075  -0.15
55 O 2.55897 -1.36019 0.87159  -0.52
56 H 5.89998 -3.21339 1.09489  0.04
57 H 5.48347 -2.04752 -0.18189  0.03
58 H 4.69593 -3.65024 -0.13394  0.03
59 H 3.48767 -3.61237 3.60790  0.03
60 H 1.94311 -3.48453 2.74168  0.02
61 H 3.24678 -4.52743 2.10863  0.04
62 H 5.11895 -0.15984 2.27604  0.04
63 H 3.82488 -0.42265 3.46579  0.01
64 H 5.27313 -1.44838 3.49058  0.04

Forces on atoms 1 to 2 (eV/Å):
Re 1.912 -2.272 0.513
P -3.092 3.109 2.502

***

No. 4
DFT (wB97M-V/def2-TZVPD) results for a molecular structure, C18H37OP3SeTl at a distorted geometry.

Its spin multiplicity is 1. As for the LUMO energy (spin up / spin down): -12.9 / -12.2 eV. For the maximum force, the calculation gives 3.9 eV/A. Its gap between HOMO and LUMO (spin up / spin down) is 3.1 / 3.8 eV. Its charge is +3.

Each line ends with the Löwdin charge.
Element x y z (Å)
1 Tl -0.41974 1.24992 -0.47844  0.63
2 P -1.66363 -2.10328 0.62504  0.86
3 P 1.58799 -0.12155 1.76248  0.74
4 P 1.42275 -1.33395 -1.65272  0.70
5 H -3.07588 4.84719 -7.21896  0.07
6 C -3.08680 3.91616 -7.80811  -0.12
7 C -4.13997 3.08189 -7.82405  -0.05
8 H -5.09242 3.32983 -7.33238  0.06
9 C -3.05052 -1.65563 1.70166  -0.21
10 C -0.79267 -3.32292 1.63753  -0.17
11 C -2.40367 -3.10110 -0.69793  -0.19
12 C 2.92110 1.14907 1.77794  -0.26
13 C 0.91456 0.06710 3.46016  -0.27
14 C 2.56458 -1.66884 1.94256  -0.25
15 C 0.77719 -1.30890 -3.38185  -0.27
16 C 1.71751 -3.13502 -1.39294  -0.26
17 C 3.13790 -0.74825 -1.95895  -0.28
18 H -2.18269 3.68566 -8.39526  0.06
19 H -4.08635 2.13623 -8.38383  0.06
20 H -3.66451 -0.85873 1.25417  0.07
21 H -2.66375 -1.32341 2.67699  0.07
22 H -3.65013 -2.57303 1.81385  0.08
23 H -0.48139 -2.93421 2.61297  0.06
24 H 0.05966 -3.79309 1.13776  0.06
25 H -1.54181 -4.10690 1.82089  0.10
26 H -3.14003 -2.53352 -1.27703  0.08
27 H -2.89724 -3.91718 -0.16369  0.08
28 H -1.65104 -3.51849 -1.37799  0.06
29 H 3.57002 1.02084 2.65874  0.08
30 H 2.46643 2.15146 1.80741  0.05
31 H 3.53478 1.09757 0.86471  0.04
32 H 1.67960 -0.16840 4.21406  0.07
33 H 0.05540 -0.59895 3.62623  0.03
34 H 0.56289 1.09196 3.63885  0.05
35 H 3.19584 -1.59618 2.83922  0.08
36 H 3.20956 -1.84113 1.06965  0.03
37 H 1.90619 -2.54452 2.04158  0.03
38 H 1.39524 -2.01152 -3.96164  0.06
39 H 0.84356 -0.30113 -3.81883  0.04
40 H -0.27395 -1.63360 -3.38370  0.04
41 H 2.34978 -3.45104 -2.23459  0.06
42 H 0.79494 -3.73091 -1.39357  0.03
43 H 2.24708 -3.34516 -0.45398  0.04
44 H 3.56251 -1.43988 -2.70177  0.07
45 H 3.71583 -0.78677 -1.02354  0.04
46 H 3.12442 0.28292 -2.34511  -0.01
47 C 0.57015 2.93261 -3.18672  -0.59
48 C -0.79241 2.56881 -3.41043  -0.12
49 C -1.42079 2.79311 -4.64084  0.00
50 C -0.71475 3.42598 -5.65850  0.03
51 C 0.59760 3.89491 -5.44314  0.02
52 C 1.22025 3.64246 -4.22663  -0.09
53 Se 1.69146 2.57335 -1.71424  0.91
54 H -1.62195 -0.81272 0.00388  -0.08
55 H -1.38439 2.09411 -2.62704  0.02
56 H -2.45989 2.48557 -4.82834  0.14
57 H -1.19700 3.60046 -6.61361  0.07
58 H 1.15682 4.44892 -6.20936  0.15
59 H 2.24364 3.97700 -4.05788  0.12
60 O -2.29114 2.32293 3.07867  0.11
61 C -1.96770 1.76972 2.12451  -0.02

Forces on atoms 1 to 2 (eV/Å):
Tl 1.245 -0.789 0.841
P -3.279 -0.614 -0.342

***

Q: Which value of maximum force does entry 3 give?
A: 6.3 eV/A